[1]
# C19H22ClLuMnN2O2

C19H22ClLuMnN2O2 as an isolated structure (ωB97M-V/def2-TZVPD, OMol25).

Frontier orbital gap (alpha / beta) in eV: 6.58 / 7.05
Charge: -1
<S²>: 6.11
Max |F| in eV/A: 4.34
E_HOMO (alpha / beta) in eV: -4.02 / -4.49
2S+1: 5

The geometry in XYZ format:
```
48
Properties=species:S:1:pos:R:3:forces:R:3
Mn 0.414080 2.106175 -1.008879 -1.53 -1.76 1.65
Cl 2.362523 2.189985 -1.966116 3.92 -1.75 -0.63
C 1.035465 2.378276 0.831297 -0.03 0.79 1.88
H 0.339710 1.856679 1.513632 0.17 0.33 -0.25
H 1.057859 3.436717 1.111993 0.02 -0.02 0.00
H 2.043444 1.953325 1.001032 -0.38 0.16 -0.43
Lu 1.306543 3.944068 -3.082261 0.62 -0.19 0.31
C 0.881949 3.322447 -5.012323 -0.81 -0.74 -3.02
C 2.305014 5.740007 -2.956411 1.53 3.07 0.04
C -0.256803 3.695846 -1.727107 -2.28 0.84 1.15
H 1.662571 6.412871 -2.378928 0.22 0.32 0.01
H 3.276889 5.613220 -2.481676 0.23 0.35 0.04
H 2.405477 6.085015 -3.992117 0.22 0.39 0.08
H -0.207887 3.244212 -5.081070 -0.07 -0.12 -0.44
H 1.258438 4.123366 -5.659854 -0.13 -0.18 -0.39
H 1.362066 2.370509 -5.236450 -0.07 -0.11 -0.35
H -0.398244 4.492727 -1.020074 -0.61 0.57 0.31
H -1.099739 3.499462 -2.398923 -0.62 0.02 0.17
O 2.549848 -0.668330 -1.174380 1.18 -0.71 -0.38
C 1.517040 -0.798077 -0.586053 -0.65 0.96 0.02
N 1.080817 -1.919663 0.096489 0.88 -0.20 -0.35
C -0.188372 -1.692229 0.722636 -0.45 -1.15 0.46
C -0.458576 -0.285195 0.260061 -1.45 2.77 -0.12
O -1.451947 0.400120 0.553572 0.48 -1.35 -0.03
N 0.551608 0.227545 -0.471403 0.02 -3.19 0.13
C -1.240809 -2.702063 0.208652 -0.10 0.03 0.27
C -2.392435 -2.329527 -0.493529 -0.24 0.08 -0.12
C -3.330899 -3.288384 -0.891638 0.27 0.02 0.08
C -3.123538 -4.629132 -0.598787 -0.07 -0.09 0.00
C -1.976257 -5.019138 0.087088 0.27 0.23 0.06
C -1.037421 -4.061733 0.484778 -0.32 -0.19 -0.19
C -0.069024 -1.651308 2.261681 -0.28 -0.21 0.36
C -0.970887 -2.308272 3.110463 -0.07 0.08 0.11
C -0.846708 -2.210757 4.499878 -0.01 0.00 -0.16
C 0.172542 -1.455154 5.060614 0.12 0.07 0.05
C 1.075082 -0.789585 4.233948 -0.18 -0.13 -0.34
C 0.950237 -0.885632 2.844104 0.21 0.04 0.26
H 1.659848 -2.761643 0.147547 -0.56 0.70 0.03
H -2.613357 -1.288865 -0.744199 0.34 -0.27 0.31
H -4.229436 -2.979803 -1.428458 0.28 -0.04 0.14
H -3.857229 -5.374128 -0.903143 0.15 0.13 0.07
H -1.813402 -6.071357 0.319965 0.00 0.24 -0.05
H -0.151790 -4.393136 1.032750 -0.22 0.19 -0.12
H -1.804203 -2.899238 2.722581 0.36 0.27 -0.07
H -1.560797 -2.724516 5.146867 0.19 0.13 -0.23
H 0.265540 -1.374868 6.142370 -0.02 -0.03 -0.19
H 1.872875 -0.189747 4.671202 -0.18 -0.12 -0.17
H 1.672295 -0.341090 2.228578 -0.33 -0.23 0.04
```
Forces are in eV/Å.

Results of the Löwdin charge analysis, in e, for atoms 1 through 8: 0.437 0.261 -0.214 0.001 0.002 0.008 0.860 -0.367

***

[2]
# C19H22F3NO3

One molecule with the formula C19H22F3NO3 (ωB97M-V/def2-TZVPD, OMol25).

SMILES: O=C(c1cccc(C(F)(F)F)c1)[C@@H]1CCCN(C(=O)C2CCOCC2)C1
Frontier orbital gap in eV: 9.14
Charge: 0
Max |F| in eV/A: 0.61
E_HOMO in eV: -9.22

The geometry in XYZ format:
```
48
Properties=species:S:1:pos:R:3:forces:R:3
O -0.171480 -1.362724 -2.102733 -0.05 0.07 -0.02
C 0.657344 -1.405104 -1.221569 0.13 -0.28 0.20
C 1.703923 -0.353566 -1.113198 0.25 0.49 -0.27
C 1.506074 0.815196 -1.849832 0.03 -0.14 0.05
C 2.393017 1.870662 -1.763994 0.00 0.00 -0.03
C 3.508150 1.772627 -0.950402 0.02 -0.21 0.13
C 3.724775 0.600665 -0.236709 0.10 0.07 0.10
C 4.962092 0.454024 0.604682 0.30 -0.13 0.01
F 5.440161 1.622846 1.048753 -0.11 0.27 -0.04
F 5.968066 -0.124278 -0.086219 -0.01 -0.05 -0.17
F 4.767963 -0.319552 1.684486 -0.23 -0.11 0.09
C 2.837060 -0.460990 -0.312371 -0.10 0.11 -0.14
C 0.624033 -2.472905 -0.132562 -0.23 -0.14 -0.05
C -0.402518 -3.571934 -0.458146 -0.03 -0.08 -0.04
C -1.625673 -3.486029 0.454084 0.06 0.14 -0.14
C -2.130046 -2.048972 0.550139 -0.58 -0.15 -0.02
N -1.074045 -1.156835 1.004624 0.26 -0.37 0.04
C -1.145385 0.199313 1.003623 -0.38 0.07 0.13
O -0.161911 0.874347 1.263352 0.12 0.37 0.06
C -2.495521 0.812424 0.663597 -0.04 0.08 0.05
C -2.791128 2.069811 1.496995 0.29 0.06 -0.16
C -1.960501 3.271395 1.043450 0.04 0.03 0.42
O -2.114194 3.522896 -0.336602 -0.18 0.14 -0.09
C -1.669766 2.422308 -1.091646 0.05 -0.27 -0.24
C -2.520452 1.177907 -0.832349 0.15 0.20 0.04
C 0.230290 -1.763517 1.173821 0.46 0.10 0.09
H 0.634806 0.875826 -2.484850 -0.06 0.01 -0.02
H 2.215411 2.774035 -2.326300 -0.03 0.09 -0.05
H 4.205190 2.592061 -0.865554 0.05 0.06 0.01
H 3.049079 -1.356281 0.250649 -0.04 -0.07 0.08
H 1.622159 -2.901485 -0.024826 0.02 0.04 0.02
H 0.052892 -4.557848 -0.364178 0.02 0.00 -0.03
H -0.724760 -3.445323 -1.494047 0.04 -0.09 0.07
H -2.427258 -4.106620 0.051665 -0.02 0.01 0.08
H -1.388782 -3.865187 1.449223 -0.06 -0.03 0.02
H -2.975262 -2.010486 1.247890 0.03 0.01 -0.15
H -2.479225 -1.736835 -0.440070 -0.05 -0.03 0.06
H -3.283290 0.083624 0.867506 0.09 0.02 -0.05
H -2.591018 1.874317 2.551231 -0.06 0.02 0.06
H -3.850377 2.311443 1.380863 -0.01 -0.01 0.04
H -2.294715 4.177779 1.552982 0.03 -0.08 0.01
H -0.902651 3.091804 1.274173 -0.16 0.09 -0.01
H -1.743232 2.723170 -2.139512 0.06 -0.08 0.04
H -0.619247 2.207282 -0.846423 -0.09 0.05 -0.09
H -2.146658 0.353100 -1.441991 -0.03 -0.06 -0.07
H -3.551335 1.390279 -1.123987 -0.01 -0.02 -0.04
H 0.213633 -2.476649 2.002008 0.07 0.04 -0.06
H 0.924295 -0.958015 1.420276 -0.12 -0.21 0.04
```
Forces are in eV/Å.

Results of the Löwdin charge analysis, in e, for atoms 1 through 8: 0.100 -0.304 -0.124 -0.008 -0.038 0.008 -0.100 -0.586

***

[3]
# C19H22F4N6O2SeSn

C19H22F4N6O2SeSn as an isolated structure (ωB97M-V/def2-TZVPD, OMol25).

Frontier orbital gap in eV: 7.44
Charge: 0
Relative energy (zero: lowest compared OMol25 entry of this formula, charge and spin) in eV: 1.347
Max |F| in eV/A: 1.69
E_HOMO in eV: -7.21

The geometry in XYZ format:
```
55
Properties=species:S:1:pos:R:3:forces:R:3
Sn -0.510152 0.173759 0.269017 -0.71 -0.88 1.26
C -0.995442 2.712430 -1.289068 -0.28 0.81 -0.40
N -0.009164 2.242597 -0.317182 0.17 1.14 -0.69
C -0.031882 3.124056 0.851215 0.05 0.22 0.40
C 1.323864 2.186163 -0.927242 0.65 0.17 -0.17
C 2.386368 1.627279 0.019983 -0.04 -0.05 0.19
N 1.719417 0.695979 0.894288 -0.34 -0.49 -0.42
C 2.386040 0.173449 1.949837 0.45 -0.24 0.40
C 1.677013 -0.388161 3.038471 -0.30 0.05 -0.23
F 0.322660 -0.411808 2.970326 0.16 0.03 0.12
C 2.269070 -0.899082 4.166051 0.21 -0.01 -0.05
F 1.494382 -1.416236 5.133638 -0.08 0.05 0.01
C 3.641039 -0.889540 4.326930 0.04 0.01 -0.03
C 4.375507 -0.377174 3.277398 -0.08 -0.05 0.22
F 5.715490 -0.375061 3.363915 0.09 0.03 -0.07
C 3.789954 0.119693 2.131684 -0.23 0.00 -0.10
F 4.622542 0.509322 1.139277 -0.02 0.11 -0.08
H -0.801269 3.751407 -1.584955 0.19 -0.06 0.06
H -0.979666 2.087672 -2.181909 -0.04 0.24 0.11
H -1.991862 2.648660 -0.853619 0.15 0.07 -0.15
H 0.178295 4.163509 0.568916 -0.04 -0.13 -0.08
H -1.020350 3.076226 1.309150 0.00 0.04 -0.01
H 0.706476 2.792622 1.578294 -0.05 -0.03 -0.03
H 1.243866 1.512565 -1.786231 0.27 0.49 0.24
H 1.638489 3.171937 -1.298143 -0.20 -0.05 -0.01
H 3.167065 1.180006 -0.601672 0.08 0.06 -0.01
H 2.870117 2.423047 0.601915 -0.04 0.13 -0.11
H 4.112526 -1.262858 5.222178 0.02 -0.05 -0.01
N -0.233362 -0.200635 -2.168711 -0.02 -0.14 -0.33
N -1.505565 -0.383232 -2.747167 0.07 -0.24 -0.28
C -2.627923 0.208022 -2.114116 0.07 -0.12 0.28
O -3.657100 0.329802 -2.755097 0.24 -0.01 0.03
O -2.375105 0.512632 -0.899899 -0.87 -0.01 0.22
H 0.288915 0.533576 -2.639752 -0.16 -0.26 -0.16
H 0.296775 -1.062067 -2.224313 0.05 -0.25 0.00
H -1.566055 -0.409564 -3.752910 0.18 0.02 -0.05
C 1.242964 -5.346780 -1.933931 0.12 -0.01 -0.14
N 0.476192 -5.505234 -0.721277 -0.15 -0.08 0.11
C 0.075626 -4.515408 0.109238 0.21 0.34 -0.13
Se 0.465334 -2.722205 -0.018305 0.28 -0.69 0.02
N -0.627624 -5.092563 1.109451 -0.01 -0.04 -0.02
C -0.676583 -6.465805 0.940520 0.10 -0.22 -0.19
C -1.246298 -7.488563 1.679314 -0.03 0.07 0.08
C -1.074293 -8.781415 1.210538 0.00 -0.03 0.00
C -0.359641 -9.043433 0.042213 0.02 0.00 -0.05
C 0.204781 -8.020061 -0.703109 0.03 0.06 -0.05
C 0.033382 -6.728176 -0.233440 -0.12 -0.13 0.17
H 1.444878 -4.290150 -2.084087 -0.04 0.00 0.06
H 0.680671 -5.737032 -2.782706 -0.02 0.01 0.02
H 2.188605 -5.883590 -1.853008 -0.01 0.00 0.03
H -1.025710 -4.563387 1.865943 0.03 0.10 -0.02
H -1.799238 -7.292829 2.587795 0.00 0.02 0.01
H -1.501062 -9.606709 1.763412 -0.01 0.01 0.02
H -0.238438 -10.064884 -0.291132 -0.02 -0.01 0.01
H 0.758683 -8.223765 -1.609228 0.00 0.00 0.00
```
Forces are in eV/Å.

Results of the Löwdin charge analysis, in e, for atoms 1 through 8: 1.235 -0.089 -0.422 -0.069 -0.194 -0.241 -0.140 -0.205

***

[4]
# C19H22FN3O5S

One molecule with the formula C19H22FN3O5S (ωB97M-V/def2-TZVPD, OMol25).

SMILES: COCCOC(=O)c1c(NC(=O)CNc2ccc(C)c(F)c2)sc(C(N)=O)c1C
Frontier orbital gap in eV: 8.60
Charge: 0
Relative energy (zero: lowest compared OMol25 entry of this formula, charge and spin) in eV: 0.000
Max |F| in eV/A: 0.80
E_HOMO in eV: -8.08

The geometry in XYZ format:
```
51
Properties=species:S:1:pos:R:3:forces:R:3
C -2.307389 -3.692920 -1.706953 -0.02 0.00 -0.04
O -1.505810 -3.739708 -0.553255 0.21 -0.06 0.20
C -2.003119 -2.935297 0.487883 0.18 0.10 0.18
C -1.001624 -2.937539 1.639487 -0.79 -0.08 -0.12
O 0.228439 -2.331075 1.271427 0.36 0.09 -0.17
C 0.230194 -1.003575 1.143821 -0.16 0.32 0.11
O -0.748871 -0.316871 1.405398 0.04 -0.30 0.06
C 1.483769 -0.449109 0.650482 0.10 0.39 -0.13
C 1.550006 0.890899 0.290833 0.28 -0.21 -0.09
N 0.505251 1.768316 0.379506 -0.25 -0.16 0.19
C 0.584239 3.029355 -0.115691 -0.33 0.14 0.09
O 1.608886 3.465695 -0.597277 -0.13 0.34 -0.10
C -0.709841 3.840567 -0.037887 0.03 0.03 -0.12
N -1.763529 3.287795 0.762419 0.25 0.25 0.34
C -2.529698 2.197011 0.412033 -0.50 -0.26 -0.25
C -3.445235 1.685895 1.337870 0.03 0.04 0.06
C -4.267266 0.630637 1.014180 0.22 0.09 -0.15
C -4.224465 0.024823 -0.238030 0.12 -0.07 -0.28
C -5.143993 -1.103334 -0.596103 0.00 0.07 -0.07
C -3.298900 0.537374 -1.133319 -0.15 -0.10 0.23
F -3.182218 -0.031018 -2.361344 -0.04 0.11 0.18
C -2.460096 1.595945 -0.843960 0.06 0.12 0.01
S 3.071833 1.359631 -0.334381 0.21 -0.66 0.15
C 3.653958 -0.274794 -0.127248 -0.48 0.30 0.15
C 5.059768 -0.515023 -0.511223 -0.10 -0.33 0.02
N 5.303713 -1.728183 -1.079570 0.20 -0.22 -0.15
O 5.935741 0.303427 -0.334162 0.20 0.33 -0.02
C 2.722442 -1.120181 0.410046 0.28 0.17 -0.18
C 2.967897 -2.545364 0.777313 0.11 -0.11 0.07
H -1.833360 -4.341681 -2.440146 -0.08 0.01 -0.06
H -3.321358 -4.056551 -1.498464 0.00 0.00 -0.04
H -2.371454 -2.674453 -2.107066 -0.02 0.00 0.00
H -2.964799 -3.328237 0.854553 0.06 0.04 0.02
H -2.163327 -1.904696 0.140636 -0.04 -0.12 0.05
H -0.742321 -3.961939 1.908424 -0.04 0.10 0.02
H -1.435891 -2.405670 2.492497 0.06 -0.14 -0.09
H -0.348749 1.358610 0.772638 0.24 0.20 -0.11
H -0.452304 4.831247 0.345944 0.02 -0.13 -0.10
H -1.062184 3.982095 -1.065966 0.10 0.05 0.07
H -1.725028 3.485267 1.749397 -0.02 0.01 -0.09
H -3.500312 2.128983 2.321091 -0.02 0.07 0.12
H -4.965121 0.256045 1.748144 -0.09 -0.04 0.10
H -4.818719 -1.595015 -1.509184 -0.04 -0.08 0.00
H -5.183388 -1.834990 0.208784 -0.02 -0.09 0.02
H -6.153902 -0.724098 -0.754954 -0.07 -0.07 -0.04
H -1.763114 1.920631 -1.599286 0.09 0.03 -0.11
H 4.556221 -2.310181 -1.411780 -0.01 0.06 0.00
H 6.231956 -1.892796 -1.434065 -0.03 0.03 0.03
H 2.573461 -2.740183 1.771522 0.03 -0.09 0.01
H 2.446987 -3.210214 0.089279 -0.01 -0.13 0.01
H 4.030719 -2.769703 0.768749 -0.01 -0.05 0.01
```
Forces are in eV/Å.

Results of the Löwdin charge analysis, in e, for atoms 1 through 8: -0.103 -0.172 -0.202 -0.112 0.014 -0.402 0.083 -0.095

***

[5]
# C19H22N2O2

One molecule with the formula C19H22N2O2 (ωB97M-V/def2-TZVPD, OMol25).

SMILES: Cc1cccc(N2CCN(C(=O)/C=C/c3ccco3)CC2)c1C
Frontier orbital gap in eV: 8.15
Charge: 0
Relative energy (zero: lowest compared OMol25 entry of this formula, charge and spin) in eV: 2.587
Max |F| in eV/A: 1.11
E_HOMO in eV: -7.88

The geometry in XYZ format:
```
45
Properties=species:S:1:pos:R:3:forces:R:3
C 5.201994 2.221057 -0.359550 -0.06 0.00 0.03
C 3.777501 1.786385 -0.181088 -0.09 0.02 -0.13
C 2.785471 2.336185 -0.981374 0.01 0.01 0.00
C 1.465177 1.966826 -0.814256 -0.03 0.03 -0.01
C 1.127690 1.014659 0.126935 -0.06 -0.05 0.01
C 2.108437 0.427223 0.920305 0.11 0.23 -0.06
N 1.817483 -0.562262 1.891120 -0.10 0.06 0.03
C 0.514460 -0.555211 2.523976 -0.12 -0.07 0.26
C -0.415166 -1.667819 1.977215 -0.04 0.19 0.21
N -0.065610 -1.983127 0.615496 0.12 -0.04 0.00
C -0.720941 -1.619664 -0.522605 0.14 -0.23 -0.16
O -0.227599 -1.828644 -1.621529 -0.06 0.10 -0.17
C -2.049998 -0.992166 -0.389504 -0.37 0.27 -0.25
C -2.574952 -0.332814 -1.431773 0.30 -0.33 0.57
C -3.860824 0.296229 -1.438182 -0.34 0.52 -0.93
C -4.503895 0.987440 -2.440084 0.53 -0.47 0.56
C -5.749994 1.384968 -1.914395 -0.22 -0.11 0.58
C -5.781689 0.914669 -0.635145 -0.49 0.46 -0.59
O -4.652758 0.259032 -0.337017 0.36 -0.27 0.24
C 1.276258 -2.521703 0.481525 0.28 -0.07 -0.25
C 2.211587 -1.912158 1.544279 -0.11 -0.16 -0.02
C 3.440890 0.844681 0.791995 -0.05 -0.05 0.00
C 4.498977 0.315104 1.715275 -0.05 0.05 -0.03
H 5.297371 2.864526 -1.230451 0.04 0.04 -0.04
H 5.856534 1.360675 -0.489330 0.12 -0.02 0.00
H 5.548309 2.775260 0.513209 0.11 0.03 0.03
H 3.049904 3.064543 -1.734236 0.05 0.07 -0.07
H 0.694429 2.405232 -1.430765 -0.07 0.04 -0.06
H 0.093109 0.722117 0.223049 -0.05 -0.03 0.03
H 0.661565 -0.722022 3.600176 -0.15 0.05 -0.05
H 0.062770 0.429100 2.400019 0.01 -0.07 0.02
H -1.453286 -1.357600 2.062450 0.05 -0.09 0.04
H -0.286394 -2.580800 2.571162 -0.10 0.09 -0.01
H -2.614381 -1.089721 0.523859 -0.07 0.05 0.06
H -2.000291 -0.256156 -2.344418 0.05 -0.04 -0.07
H -4.125205 1.177579 -3.423305 0.16 0.00 -0.19
H -6.516039 1.941755 -2.413861 -0.19 0.11 -0.03
H -6.527392 0.981765 0.132654 -0.03 -0.05 0.16
H 1.251271 -3.614390 0.578325 0.07 0.03 -0.05
H 1.616799 -2.271237 -0.526251 -0.02 -0.10 0.19
H 3.230626 -1.912609 1.161010 0.01 -0.08 0.08
H 2.188470 -2.507625 2.463268 0.10 -0.01 -0.04
H 4.040920 -0.162107 2.576825 0.04 -0.04 0.04
H 5.132130 1.128633 2.064257 0.11 0.01 0.03
H 5.140860 -0.407695 1.210140 0.11 -0.08 0.02
```
Forces are in eV/Å.

Results of the Löwdin charge analysis, in e, for atoms 1 through 8: -0.050 -0.237 -0.055 -0.071 -0.020 -0.183 -0.119 -0.134

***

Which formula does entry 5 have? C19H22N2O2

***

Among the records above, which one has the lowest max |F|? C19H22F3NO3